Entry 1:
C42H75Cl16F9N2O8PS | ωB97M-V/def2-TZVPD

Structure (XYZ):
```
154
C42H75Cl16F9N2O8PS ωB97M-V/def2-TZVPD
C -2.979 2.158 -0.299
O -3.772 0.985 0.013
C -3.226 0.280 1.188
C -3.096 -1.262 0.763
C -1.634 -1.894 0.925
C -0.460 -1.114 0.159
C -0.042 -1.731 -1.268
C 0.329 -3.305 -1.321
C 0.826 -3.931 0.068
C 1.958 -5.076 -0.106
F 1.289 -6.165 -0.784
F 3.029 -4.695 -0.953
C 2.470 -5.636 1.335
F 1.351 -6.401 1.834
F 2.657 -4.592 2.288
C 3.691 -6.662 1.236
F 3.831 -7.347 2.489
F 3.474 -7.694 0.271
C 5.121 -6.017 0.903
F 5.172 -4.610 0.949
F 5.498 -6.392 -0.424
F 6.176 -6.509 1.732
N -1.210 -1.263 -2.139
N -2.274 -2.177 -2.358
C -0.889 -0.612 -3.487
C -1.827 -0.925 -4.746
C -1.661 0.245 -5.861
O -1.545 1.460 -5.593
O -1.657 -0.161 -7.240
C -1.148 0.903 -8.068
C 0.423 1.136 -8.369
O -1.933 1.695 -8.647
C 0.702 -0.848 -3.544
S 1.140 -2.270 -4.626
C 0.946 -1.770 -6.434
O 2.550 -2.785 -4.517
O 0.222 -3.486 -4.472
C 1.154 -0.828 -1.960
C 1.090 0.792 -1.700
C 1.815 1.282 -0.363
C 1.432 2.862 -0.195
C 2.577 3.670 0.640
O 1.965 4.881 1.174
C 1.356 5.662 0.110
P 2.971 -1.412 -1.639
C 3.308 -1.634 0.206
O 3.953 -0.127 -2.292
H -2.017 1.891 -0.872
H -2.764 2.768 0.650
H -3.619 2.812 -1.008
H -2.248 0.741 1.560
H -4.039 0.408 2.001
H -3.568 -1.383 -0.273
H -3.785 -1.853 1.483
H -1.714 -3.005 0.620
H -1.386 -1.908 2.053
H 0.478 -1.175 0.835
H -0.743 -0.008 0.138
H 1.154 -3.540 -2.099
H -0.561 -3.962 -1.659
H 1.150 -3.191 0.868
H -0.079 -4.498 0.515
H -1.739 -0.477 -1.694
H -3.120 -1.587 -2.370
H -2.391 -2.831 -1.570
H -1.140 0.503 -3.297
H -1.621 -1.903 -5.293
H -2.970 -0.923 -4.517
H 0.942 1.394 -7.379
H 0.565 2.012 -9.092
H 0.936 0.170 -8.743
H 1.047 0.062 -4.173
H -0.053 -2.128 -6.858
H 1.091 -0.638 -6.458
H 1.808 -2.243 -7.026
H -0.004 1.166 -1.599
H 1.575 1.381 -2.568
H 2.954 1.248 -0.374
H 1.466 0.783 0.601
H 0.389 3.023 0.240
H 1.451 3.281 -1.269
H 3.482 3.939 -0.017
H 2.885 3.016 1.542
H 1.359 6.782 0.370
H 1.898 5.515 -0.895
H 0.244 5.351 0.002
H 4.386 -1.253 0.397
H 2.640 -1.022 0.907
H 3.285 -2.709 0.577
H 4.186 -0.483 -3.188
Cl -0.077 -2.876 3.951
C 0.406 -4.407 4.727
C -0.715 -5.427 4.731
Cl -2.048 -4.950 5.810
H 0.745 -4.178 5.739
H 1.256 -4.794 4.163
H -0.340 -6.387 5.092
H -1.128 -5.578 3.732
Cl -2.581 -1.817 7.937
C -0.995 -2.465 8.422
C -0.009 -1.365 8.761
Cl 0.482 -0.433 7.324
H -0.627 -3.101 7.614
H -1.165 -3.094 9.299
H 0.901 -1.800 9.181
H -0.419 -0.670 9.490
Cl -3.583 4.042 5.783
C -4.142 2.486 6.446
C -3.071 1.417 6.379
Cl -2.725 0.916 4.703
H -5.040 2.189 5.901
H -4.420 2.667 7.487
H -3.402 0.525 6.913
H -2.136 1.755 6.830
Cl -6.494 2.439 2.016
C -7.320 3.904 1.429
C -6.561 4.573 0.302
Cl -5.033 5.299 0.859
H -7.459 4.577 2.276
H -8.306 3.592 1.077
H -7.160 5.383 -0.120
H -6.328 3.870 -0.500
Cl 2.546 7.223 -2.318
C 4.149 7.201 -3.097
C 4.081 6.709 -4.528
Cl 3.683 4.974 -4.626
H 4.812 6.583 -2.490
H 4.525 8.226 -3.075
H 5.052 6.837 -5.011
H 3.338 7.259 -5.108
Cl -6.391 1.568 -5.712
C -6.021 -0.120 -6.141
C -6.497 -1.095 -5.084
Cl -5.559 -0.961 -3.572
H -4.944 -0.199 -6.306
H -6.525 -0.324 -7.087
H -6.375 -2.119 -5.441
H -7.550 -0.944 -4.841
Cl 7.474 4.468 -5.965
C 7.951 2.924 -5.215
C 6.820 1.916 -5.213
Cl 5.504 2.387 -4.108
H 8.304 3.134 -4.204
H 8.791 2.537 -5.795
H 7.188 0.946 -4.871
H 6.395 1.787 -6.210
Cl -1.662 0.367 12.026
C -0.120 1.010 12.647
C 0.640 1.787 11.592
Cl 1.258 0.732 10.296
H 0.466 0.172 13.029
H -0.365 1.665 13.485
H 1.506 2.275 12.043
H 0.018 2.557 11.133
```

Calculated values
- Charge: +1
- Strongest force on any atom: 0.1420 Eh/bohr
- Molar mass: 1537.34 g mol⁻¹
- Gap between HOMO and LUMO: 8.352 eV
- E: -309056.3900 eV

Here are the Löwdin charges for atoms 1 to 99, given in e: C -0.117; O -0.266; C -0.207; C -0.152; C -0.180; C -0.103; C -0.240; C -0.081; C -0.072; C -0.272; F 0.048; F 0.054; C -0.189; F 0.063; F 0.069; C -0.179; F 0.082; F 0.102; C -0.293; F 0.099; F 0.088; F 0.098; N -0.074; N 0.119; C -0.163; C -0.015; C -0.327; O 0.097; O 0.020; C -0.358; C 0.007; O 0.100; C -0.252; S 0.730; C -0.121; O -0.378; O -0.377; C -0.363; C -0.172; C -0.206; C -0.168; C -0.193; O -0.235; C -0.173; P 0.992; C -0.252; O -0.343; H 0.065; H 0.106; H 0.105; H 0.113; H 0.106; H 0.093; H 0.133; H 0.110; H 0.053; H 0.108; H 0.109; H 0.103; H 0.137; H 0.095; H 0.137; H 0.161; H 0.061; H 0.107; H 0.165; H 0.113; H 0.096; H 0.085; H 0.108; H 0.096; H 0.148; H 0.084; H 0.046; H 0.102; H 0.096; H 0.136; H 0.110; H 0.096; H 0.116; H 0.112; H 0.136; H 0.136; H 0.095; H 0.003; H 0.098; H 0.084; H 0.035; H 0.017; H 0.042; Cl 0.592; C -0.633; C -0.652; Cl 0.573; H 0.068; H 0.046; H 0.079; H 0.066; Cl 0.568

---

Entry 2:
C25H25N3O2RhSTe | ωB97M-V/def2-TZVPD

Structure (XYZ):
```
58
C25H25N3O2RhSTe ωB97M-V/def2-TZVPD
Rh -0.361 -0.569 -0.913
O 6.324 0.880 -1.305
C 5.883 -0.278 -1.274
O 6.432 -1.389 -1.258
C 4.327 -0.352 -1.271
C 3.689 -1.585 -1.227
C 2.308 -1.623 -1.205
N 1.607 -0.482 -1.236
C 2.197 0.721 -1.260
C 3.575 0.816 -1.282
C 1.227 1.826 -1.193
C 1.595 3.161 -1.248
C 0.630 4.137 -1.081
C -0.681 3.751 -0.857
C -0.991 2.406 -0.841
N -0.070 1.459 -1.036
C 1.450 -2.819 -1.117
C 1.975 -4.102 -1.086
C 1.124 -5.184 -0.952
C -0.238 -4.952 -0.852
C -0.698 -3.651 -0.906
N 0.110 -2.600 -1.050
H 4.328 -2.459 -1.199
H 4.125 1.748 -1.291
H 2.632 3.417 -1.411
H 0.905 5.183 -1.108
H -1.467 4.473 -0.684
H -2.001 2.059 -0.675
H 3.044 -4.236 -1.155
H 1.522 -6.189 -0.917
H -0.945 -5.759 -0.727
H -1.752 -3.434 -0.833
C -1.743 -0.838 4.301
C -0.372 -0.429 3.747
C -0.042 1.001 4.195
C 0.702 -1.390 4.270
C -0.402 -0.482 2.276
C -0.426 -0.526 1.067
H -1.733 -0.802 5.393
H -1.997 -1.852 3.989
H -2.521 -0.165 3.939
H -0.031 1.061 5.285
H -0.785 1.704 3.817
H 0.937 1.304 3.822
H 0.725 -1.371 5.362
H 1.687 -1.107 3.898
H 0.496 -2.411 3.945
C -5.300 3.686 -1.580
Te -4.633 1.656 -1.523
C -3.689 1.689 -3.442
H -6.105 3.809 -2.299
H -4.469 4.338 -1.837
H -5.664 3.942 -0.587
H -3.671 2.723 -3.780
H -4.242 1.081 -4.150
H -2.671 1.316 -3.350
S -3.598 -1.541 -1.142
C -2.259 -0.772 -1.166
```

Calculated values
- 2S+1: 2
- Strongest force on any atom: 0.0365 Eh/bohr
- Molar mass: 662.07 g mol⁻¹
- Energy relative to the best compared isomer or geometry (same formula, charge and spin): 18.4 kcal/mol
- Gap between HOMO and LUMO (spin up / spin down): 6.160 / 6.078 eV
- E: -56029.3078 eV

Charges per atom according to Löwdin partitioning, unit e: Rh 0.948; O -0.023; C -0.688; O -0.023; C -0.059; C 0.078; C -0.170; N -0.012; C -0.170; C 0.079; C -0.167; C 0.016; C -0.032; C -0.033; C -0.118; N -0.016; C -0.165; C 0.017; C -0.032; C -0.036; C -0.102; N -0.004; H 0.121; H 0.123; H 0.122; H 0.117; H 0.112; H 0.016; H 0.121; H 0.118; H 0.113; H 0.058; C -0.062; C -0.645; C -0.061; C -0.061; C -0.135; C -0.112; H 0.081; H 0.082; H 0.082; H 0.082; H 0.081; H 0.084; H 0.082; H 0.085; H 0.082; C -0.472; Te 1.126; C -0.433; H -0.005; H -0.008; H -0.009; H 0.003; H -0.004; H -0.020; S 0.660; C -0.812

---

Entry 3:
C15H23ClIrN2S | ωB97M-V/def2-TZVPD

Structure (XYZ):
```
43
C15H23ClIrN2S ωB97M-V/def2-TZVPD
C -3.857 4.716 2.435
C -4.643 4.149 3.617
C -3.040 5.919 2.905
C -4.837 5.163 1.352
Cl -2.740 3.440 1.767
H -3.714 6.691 3.308
H -2.472 6.361 2.081
H -2.335 5.639 3.693
H -5.313 4.923 4.022
H -3.976 3.824 4.422
H -5.256 3.294 3.317
H -5.508 5.938 1.755
H -5.455 4.330 1.004
H -4.315 5.584 0.488
C 1.663 -1.099 1.579
C 2.038 0.269 1.383
C 0.897 1.085 1.715
H 3.021 0.635 1.080
C -0.195 0.201 2.038
C 0.288 -1.139 1.954
H -0.297 -2.036 2.142
H 2.324 -1.953 1.472
H 0.877 2.173 1.770
H -1.197 0.520 2.313
C -0.457 0.088 -2.217
C 0.968 0.071 -2.313
C 1.492 1.163 -1.557
H 1.563 -0.644 -2.877
C 0.368 1.896 -1.019
C -0.836 1.200 -1.409
H -1.846 1.501 -1.148
H -1.143 -0.623 -2.668
H 2.547 1.428 -1.444
H 0.414 2.828 -0.458
Ir 0.462 0.052 -0.045
N 1.156 -4.254 -1.935
C 1.277 -3.061 -1.344
N 2.510 -2.541 -1.277
S -0.151 -2.346 -0.720
H 1.959 -4.697 -2.366
H 0.247 -4.692 -2.011
H 2.729 -1.675 -0.803
H 3.291 -3.072 -1.649
```

Calculated values
- 2S+1: 6
- Charge: +2
- Strongest force on any atom: 0.1299 Eh/bohr
- Molar mass: 491.10 g mol⁻¹
- Energy relative to the best compared isomer or geometry (same formula, charge and spin): 11.5 kcal/mol
- Gap between HOMO and LUMO (spin up / spin down): 5.419 / 3.431 eV
- E: -45081.6659 eV

Charges per atom according to Löwdin partitioning, unit e: C -0.943; C -0.117; C -0.118; C -0.117; Cl 0.555; H 0.100; H 0.081; H 0.081; H 0.100; H 0.081; H 0.082; H 0.100; H 0.081; H 0.081; C -0.181; C -0.195; C -0.206; H 0.135; C -0.140; C -0.192; H 0.120; H 0.120; H 0.138; H 0.125; C -0.199; C -0.185; C -0.188; H 0.118; C -0.201; C -0.135; H 0.132; H 0.116; H 0.136; H 0.137; Ir 1.286; N 0.185; C -0.706; N 0.170; S 1.022; H 0.154; H 0.135; H 0.100; H 0.153